{"formula": "C28H34N8O6", "method": "ωB97M-V/def2-TZVPD", "symbols": ["C", "N", "O", "O", "H", "H", "H", "C", "N", "O", "O", "H", "H", "H", "C", "N", "O", "O", "H", "H", "H", "C", "C", "C", "N", "C", "C", "H", "H", "H", "H", "H", "C", "C", "C", "N", "C", "C", "H", "H", "H", "H", "H", "C", "C", "C", "N", "C", "C", "H", "H", "H", "H", "H", "C", "C", "C", "N", "C", "C", "H", "H", "H", "H", "H", "C", "C", "C", "N", "C", "C", "H", "H", "H", "H", "H"], "xyz": [[-16.950, -19.369, 8.674], [-15.854, -18.434, 9.130], [-14.945, -18.220, 8.342], [-15.908, -17.992, 10.252], [-16.433, -20.326, 8.632], [-17.247, -18.995, 7.703], [-17.672, -19.386, 9.479], [-21.321, -16.813, 11.215], [-20.490, -17.979, 10.825], [-21.058, -19.048, 10.749], [-19.294, -17.820, 10.661], [-20.685, -15.959, 11.410], [-21.781, -17.101, 12.159], [-22.088, -16.671, 10.464], [-12.793, -20.458, 7.339], [-14.169, -21.070, 7.435], [-14.395, -21.685, 8.466], [-14.898, -21.011, 6.480], [-12.843, -19.605, 8.013], [-12.655, -20.085, 6.332], [-12.098, -21.226, 7.647], [-16.978, -16.667, 14.936], [-16.481, -17.701, 14.164], [-16.573, -19.004, 14.643], [-17.100, -19.320, 15.813], [-17.613, -18.324, 16.523], [-17.644, -17.001, 16.104], [-16.931, -15.654, 14.556], [-16.048, -17.519, 13.190], [-16.207, -19.801, 14.004], [-18.120, -18.591, 17.445], [-17.990, -16.250, 16.803], [-17.816, -16.335, 6.016], [-18.312, -15.727, 4.875], [-17.537, -14.762, 4.242], [-16.311, -14.439, 4.616], [-15.819, -15.091, 5.674], [-16.543, -15.998, 6.426], [-18.473, -16.985, 6.582], [-19.318, -15.919, 4.524], [-17.947, -14.259, 3.370], [-14.826, -14.765, 5.962], [-16.118, -16.396, 7.333], [-16.963, -23.357, 7.477], [-15.925, -24.266, 7.590], [-16.202, -25.592, 7.294], [-17.357, -26.021, 6.771], [-18.298, -25.109, 6.581], [-18.158, -23.770, 6.928], [-16.843, -22.323, 7.762], [-14.999, -24.019, 8.089], [-15.501, -26.384, 7.543], [-19.220, -25.444, 6.114], [-18.976, -23.083, 6.761], [-16.789, -22.162, 11.323], [-17.663, -21.196, 11.806], [-19.004, -21.549, 11.911], [-19.464, -22.784, 11.765], [-18.575, -23.730, 11.466], [-17.245, -23.466, 11.187], [-15.761, -21.880, 11.122], [-17.327, -20.170, 11.887], [-19.738, -20.778, 12.121], [-18.955, -24.737, 11.334], [-16.553, -24.208, 10.810], [-17.427, -13.520, 9.127], [-17.342, -12.156, 8.938], [-16.080, -11.600, 8.728], [-14.967, -12.320, 8.787], [-15.062, -13.605, 9.110], [-16.266, -14.274, 9.271], [-18.365, -13.976, 9.428], [-18.223, -11.543, 9.079], [-15.987, -10.601, 8.314], [-14.125, -14.156, 9.128], [-16.281, -15.338, 9.456]], "lowdin_charge": [0.08, -0.42, 0.03, 0.06, 0.06, 0.10, 0.07, 0.05, -0.44, 0.07, 0.05, 0.09, 0.10, 0.10, 0.06, -0.43, 0.02, 0.09, 0.09, 0.10, 0.10, -0.08, -0.07, -0.16, 0.06, -0.16, -0.08, 0.10, 0.09, 0.09, 0.10, 0.10, -0.08, -0.07, -0.16, 0.06, -0.14, -0.08, 0.10, 0.10, 0.10, 0.11, 0.06, -0.09, -0.08, -0.15, 0.05, -0.16, -0.07, 0.07, 0.09, 0.10, 0.10, 0.10, -0.08, -0.08, -0.15, 0.07, -0.15, -0.07, 0.10, 0.08, 0.09, 0.10, 0.10, -0.08, -0.07, -0.15, 0.06, -0.16, -0.08, 0.10, 0.10, 0.10, 0.11, 0.08], "total_energy_ev": -53783.42592, "homo_energy_ev": -9.46, "largest_force_ev_per_a": 1.6, "e_lumo_ha": -0.0100, "gap_ev": 9.185}

{"formula": "C28H35AlFN5O6S", "method": "ωB97M-V/def2-TZVPD", "symbols": ["Al", "C", "N", "C", "C", "O", "C", "O", "C", "C", "O", "N", "C", "C", "H", "H", "H", "H", "H", "H", "H", "H", "H", "H", "H", "H", "H", "H", "H", "H", "C", "C", "C", "C", "C", "C", "C", "F", "C", "C", "C", "O", "C", "C", "N", "C", "C", "O", "O", "H", "H", "H", "H", "H", "H", "H", "H", "H", "H", "H", "C", "C", "C", "C", "N", "C", "S", "N", "C", "H", "H", "H", "H", "H", "H", "H", "H"], "xyz": [[0.255, 0.109, 0.763], [-3.267, 2.310, 1.480], [-3.582, 1.078, 0.767], [-5.005, 0.765, 0.690], [-2.633, 0.321, 0.266], [-1.427, 0.670, 0.344], [-2.986, -0.958, -0.486], [-1.826, -1.578, -0.963], [-1.522, -2.861, -0.492], [-0.435, -2.818, 0.579], [-0.059, -1.707, 1.028], [0.098, -3.935, 1.022], [1.133, -3.917, 2.050], [-0.345, -5.266, 0.624], [-3.668, 2.246, 2.491], [-2.191, 2.452, 1.512], [-3.732, 3.148, 0.963], [-5.367, 0.448, 1.668], [-5.540, 1.665, 0.392], [-5.210, -0.008, -0.039], [-3.580, -1.618, 0.154], [-3.606, -0.678, -1.347], [-2.404, -3.369, -0.085], [-1.164, -3.443, -1.345], [1.396, -2.891, 2.292], [0.763, -4.425, 2.941], [2.009, -4.445, 1.676], [-0.860, -5.252, -0.328], [0.531, -5.904, 0.528], [-1.003, -5.684, 1.386], [3.242, 3.972, 6.409], [1.756, 4.187, 6.160], [0.903, 4.174, 7.417], [0.968, 2.816, 8.098], [0.650, 1.723, 7.119], [0.198, 0.499, 7.555], [-0.126, -0.507, 6.644], [-0.557, -1.677, 7.124], [-0.030, -0.325, 5.294], [0.429, 0.914, 4.820], [0.550, 1.134, 3.399], [0.208, 0.183, 2.604], [1.028, 2.379, 2.979], [1.367, 3.330, 3.929], [1.257, 3.136, 5.232], [0.779, 1.929, 5.727], [1.234, 2.727, 1.544], [1.605, 3.825, 1.198], [1.027, 1.752, 0.690], [3.607, 4.719, 7.110], [3.808, 4.070, 5.485], [3.442, 2.985, 6.824], [1.605, 5.132, 5.632], [-0.131, 4.403, 7.149], [1.247, 4.963, 8.085], [0.261, 2.772, 8.926], [1.958, 2.647, 8.528], [0.078, 0.305, 8.610], [-0.298, -1.105, 4.600], [1.756, 4.286, 3.601], [2.444, 4.243, -2.053], [2.435, 2.855, -2.589], [2.869, 2.491, -3.842], [2.826, 1.139, -4.197], [2.374, 0.206, -3.358], [1.970, 0.572, -2.161], [1.435, -0.672, -1.078], [1.990, 1.871, -1.781], [3.294, 0.662, -5.526], [2.220, 4.953, -2.846], [3.439, 4.473, -1.670], [1.737, 4.362, -1.234], [3.232, 3.237, -4.530], [1.625, 2.090, -0.846], [3.444, 1.481, -6.223], [2.582, -0.053, -5.933], [4.239, 0.133, -5.397]], "lowdin_charge": [-0.15, 0.02, -0.10, 0.01, -0.28, 0.10, -0.08, -0.10, -0.08, -0.33, 0.00, -0.10, 0.02, 0.01, 0.11, 0.09, 0.11, 0.11, 0.11, 0.09, 0.15, 0.16, 0.15, 0.15, 0.10, 0.11, 0.11, 0.09, 0.11, 0.11, -0.01, -0.29, -0.12, -0.12, -0.11, 0.08, -0.24, 0.10, 0.09, -0.03, -0.20, 0.05, 0.00, 0.07, 0.04, -0.05, -0.48, 0.11, -0.03, 0.10, 0.09, 0.09, 0.15, 0.13, 0.13, 0.13, 0.13, 0.15, 0.13, 0.16, 0.02, -0.22, 0.06, -0.27, 0.12, -0.65, 0.93, 0.15, 0.00, 0.10, 0.11, 0.08, 0.13, 0.10, 0.09, 0.10, 0.10], "total_energy_ev": -69485.28313, "homo_energy_ev": -13.46, "largest_force_ev_per_a": 0.3, "total_charge": 2, "e_lumo_ha": -0.1872, "gap_ev": 8.369}

{"formula": "C28H35Cl2CoN8O2S", "method": "ωB97M-V/def2-TZVPD", "symbols": ["Co", "C", "C", "N", "N", "C", "N", "S", "C", "C", "C", "C", "C", "N", "H", "H", "H", "H", "H", "H", "H", "H", "H", "H", "C", "C", "N", "C", "C", "N", "C", "C", "N", "H", "H", "H", "H", "H", "H", "H", "H", "H", "H", "H", "H", "H", "H", "H", "Cl", "C", "C", "C", "C", "C", "Cl", "C", "N", "C", "C", "C", "C", "C", "C", "C", "C", "O", "O", "H", "H", "H", "H", "H", "H", "H", "H", "H", "H"], "xyz": [[-14.665, -8.250, -5.468], [-12.697, -8.162, -1.167], [-13.252, -8.424, -2.571], [-14.322, -8.032, -3.178], [-15.290, -7.584, -2.326], [-16.007, -8.455, -1.526], [-17.290, -8.040, -1.348], [-15.273, -9.768, -0.931], [-12.434, -9.261, -3.461], [-11.434, -10.063, -2.979], [-10.757, -10.904, -3.849], [-11.058, -10.961, -5.172], [-12.025, -10.055, -5.604], [-12.704, -9.256, -4.789], [-13.304, -7.413, -0.687], [-11.663, -7.793, -1.348], [-12.620, -9.019, -0.518], [-15.820, -6.837, -2.746], [-17.826, -7.455, -1.989], [-17.729, -8.455, -0.551], [-11.190, -10.109, -1.903], [-10.007, -11.491, -3.398], [-10.700, -11.672, -5.883], [-12.271, -10.034, -6.660], [-14.486, -8.724, -8.398], [-13.238, -7.892, -8.289], [-13.155, -7.259, -6.930], [-13.399, -5.834, -7.010], [-14.220, -5.299, -5.900], [-15.365, -6.149, -5.591], [-16.479, -6.166, -6.531], [-16.143, -6.921, -7.862], [-15.562, -8.209, -7.552], [-14.297, -9.757, -7.956], [-14.725, -8.794, -9.444], [-13.151, -7.087, -9.024], [-12.334, -8.467, -8.465], [-12.318, -7.499, -6.458], [-13.841, -5.635, -7.978], [-12.429, -5.315, -7.079], [-14.427, -4.247, -6.128], [-13.626, -5.243, -5.007], [-15.756, -5.974, -4.673], [-16.798, -5.137, -6.785], [-17.298, -6.669, -6.037], [-15.479, -6.392, -8.512], [-17.072, -7.067, -8.412], [-16.292, -8.939, -7.474], [-18.991, -6.033, -3.823], [-20.565, -6.840, -4.150], [-21.695, -6.375, -3.527], [-22.901, -7.044, -3.757], [-22.875, -8.257, -4.449], [-21.710, -8.753, -5.016], [-21.699, -10.386, -5.605], [-20.506, -8.045, -4.917], [-19.292, -8.455, -5.482], [-19.143, -9.275, -6.592], [-19.708, -8.968, -7.815], [-19.651, -9.841, -8.899], [-18.865, -10.968, -8.786], [-18.224, -11.234, -7.596], [-18.324, -10.429, -6.500], [-17.693, -10.770, -5.147], [-16.486, -9.889, -5.040], [-15.351, -10.249, -5.439], [-16.678, -8.678, -4.666], [-21.664, -5.450, -3.005], [-23.867, -6.650, -3.478], [-23.777, -8.913, -4.518], [-18.464, -8.320, -4.848], [-20.310, -8.107, -7.826], [-20.068, -9.519, -9.820], [-18.713, -11.641, -9.608], [-17.468, -12.042, -7.496], [-17.368, -11.851, -5.138], [-18.392, -10.629, -4.310]], "mulliken_spin": [2.71, 0.00, 0.00, 0.03, 0.00, 0.00, 0.00, 0.00, 0.01, 0.00, 0.00, 0.00, 0.01, 0.04, 0.00, 0.00, 0.00, 0.00, 0.00, 0.00, 0.00, 0.00, 0.00, 0.00, 0.01, -0.01, 0.06, 0.00, 0.00, 0.04, 0.00, 0.00, 0.04, 0.00, 0.00, 0.00, 0.00, 0.00, 0.00, 0.00, 0.00, 0.00, 0.00, 0.00, 0.00, 0.00, 0.00, 0.00, 0.00, 0.00, 0.00, 0.00, 0.00, 0.00, 0.00, 0.00, 0.00, 0.00, 0.00, 0.00, 0.00, 0.00, 0.00, 0.00, -0.03, 0.05, 0.04, 0.00, 0.00, 0.00, 0.00, 0.00, 0.00, 0.00, 0.00, 0.00, 0.00], "total_energy_ev": -119123.54404, "s2": 3.757, "homo_energy_ev": [-10.06, -10.06], "largest_force_ev_per_a": 2.1, "total_charge": 1, "e_lumo_ha": [-0.1029, -0.1024], "gap_ev": [7.263, 7.278], "spin_multiplicity": 4}